{"formula": "C19H19BF10INO5", "method": "ωB97M-V/def2-TZVPD", "spin_multiplicity": 1, "relative_energy_ev": 2.490, "gap_ev": 8.75, "smiles": "CCB(O)N1C(=O)c2c(I)c(O)c([C@H](C)F)c([C@H](C)F)c2C1=O.FC(F)C(F)(F)COC(F)(F)C(F)F", "symbols": ["C", "H", "C", "C", "C", "O", "B", "O", "H", "F", "F", "H", "H", "F", "O", "C", "C", "H", "H", "O", "O", "C", "I", "H", "H", "C", "C", "H", "C", "H", "F", "H", "F", "H", "C", "C", "F", "C", "C", "C", "H", "H", "C", "H", "F", "C", "H", "N", "H", "H", "H", "C", "F", "F", "C", "F"], "coordinates": [[-6.16, 2.36, -3.78], [5.10, 1.88, 1.12], [0.94, -3.05, 0.62], [4.13, 1.34, 0.99], [2.95, -0.98, 1.54], [1.87, 1.46, -0.80], [-0.80, 0.54, 0.93], [-4.34, 1.47, -5.13], [3.63, 0.52, 2.94], [-1.82, 2.97, -1.57], [-2.85, 3.47, -4.05], [4.38, -4.93, 3.36], [0.05, 2.50, 3.85], [5.29, -0.36, 2.16], [1.99, -4.69, 2.03], [-0.19, 1.54, 3.31], [-2.41, 1.96, -2.26], [2.66, -5.11, 1.46], [4.52, -3.89, 4.91], [-1.67, -0.44, 1.47], [-0.79, -1.42, -1.76], [-5.40, 1.13, -4.28], [-0.48, -4.52, -0.06], [-1.11, -1.01, 2.03], [-2.91, 0.19, -4.29], [-0.15, -0.99, -0.86], [3.96, 0.12, 1.93], [2.93, -4.26, 4.18], [0.85, -1.71, 0.12], [-1.06, 1.05, 3.83], [4.10, -1.67, 4.16], [-1.58, 2.37, 1.85], [-4.96, 0.35, -3.29], [5.05, -2.61, 2.64], [2.98, -2.38, 2.09], [-0.57, 1.89, 1.80], [-6.24, 0.37, -5.02], [4.05, -2.69, 3.15], [4.01, -4.04, 3.92], [1.90, -0.70, 0.59], [0.69, 0.85, 3.38], [-6.64, 2.88, -4.61], [-2.35, 2.24, -3.76], [3.30, 2.06, 1.17], [-7.11, 2.00, -2.89], [2.00, -3.36, 1.60], [0.20, 2.53, 1.29], [-0.06, 0.38, -0.35], [-1.88, 1.04, -2.01], [-2.42, 1.20, -5.60], [4.08, 1.04, -0.10], [1.41, 0.52, -0.21], [-3.68, 1.88, -1.80], [-1.03, 2.29, -4.10], [-3.01, 1.20, -4.68], [-5.35, 3.24, -3.15]], "nbo_charge": [0.502, 0.247, -0.165, -0.654, -0.022, -0.471, 1.146, -0.509, 0.201, -0.326, -0.314, 0.220, 0.219, -0.375, -0.689, -0.607, 0.512, 0.490, 0.242, -0.930, -0.483, 0.846, 0.230, 0.504, 0.216, 0.718, 0.189, 0.228, -0.168, 0.218, -0.372, 0.256, -0.316, 0.203, -0.057, -0.796, -0.320, 0.177, -0.649, -0.081, 0.191, 0.151, 0.595, 0.225, -0.323, 0.269, 0.229, -0.806, 0.161, 0.228, 0.232, 0.692, -0.325, -0.325, -0.140, -0.315]}

---

{"formula": "C19H19BiN4OS7Se", "method": "ωB97M-V/def2-TZVPD", "spin_multiplicity": 2, "gap_ev": [5.27, 6.49], "total_charge": -1, "s_squared": 0.756, "symbols": ["H", "H", "H", "H", "C", "S", "H", "H", "C", "S", "N", "C", "C", "C", "N", "C", "H", "C", "S", "H", "C", "N", "H", "H", "S", "S", "C", "C", "N", "C", "H", "H", "C", "H", "C", "S", "Bi", "H", "H", "S", "C", "H", "C", "C", "H", "O", "Se", "H", "C", "C", "C", "H"], "coordinates": [[-0.67, 2.36, 5.47], [2.26, -4.16, -0.97], [-2.62, 4.08, 1.67], [-1.01, 2.48, 3.73], [3.98, -3.33, 0.03], [1.40, -1.79, -4.14], [-4.93, 3.73, -1.95], [0.07, -3.17, -2.68], [-3.74, 2.08, -1.35], [-2.21, -0.04, -0.61], [2.22, -1.43, 0.98], [0.40, -3.23, -3.71], [1.78, -2.41, 0.19], [2.65, -3.39, -0.31], [-0.24, -1.38, 4.24], [0.28, -0.48, -3.88], [4.67, -4.07, -0.36], [0.43, 0.53, -2.97], [-1.10, -0.35, -4.96], [-0.46, -3.33, -4.38], [-2.99, 3.57, 0.79], [-2.49, 2.32, 0.64], [0.39, -3.35, 4.37], [5.48, -2.23, 1.14], [0.08, -2.37, -0.18], [1.60, 0.77, -1.75], [0.72, -2.42, 3.92], [0.04, -0.06, 4.33], [-1.14, 0.56, 4.54], [-4.26, 3.34, -1.20], [0.81, -2.53, 2.83], [-3.20, -0.08, 4.65], [-1.78, 1.09, -4.34], [3.80, -0.56, 1.95], [-2.85, 1.54, -0.41], [-3.21, 1.75, -4.87], [-0.03, 0.03, 0.91], [-4.25, 5.10, 0.06], [-3.98, 1.47, -2.21], [-0.82, 1.76, -3.09], [3.51, -1.38, 1.30], [1.04, -4.11, -3.84], [4.43, -2.31, 0.86], [-2.17, -0.37, 4.53], [-2.34, 2.20, 4.87], [-1.65, 1.89, 1.55], [1.69, 0.76, 4.17], [-2.05, -2.55, 4.25], [-1.61, -1.58, 4.34], [-1.30, 1.99, 4.66], [-3.88, 4.10, -0.10], [1.69, -2.12, 4.32]], "nbo_charge": [0.217, 0.220, 0.221, 0.255, -0.158, 0.261, 0.223, 0.243, -0.227, -0.225, -0.525, -0.750, 0.082, -0.269, -0.372, -0.508, 0.206, -0.347, 0.459, 0.207, 0.011, 0.022, 0.199, 0.211, -0.312, -0.318, -0.411, 0.257, -0.374, -0.182, 0.238, 0.224, -0.570, 0.207, 0.033, -0.216, 0.969, 0.219, 0.257, 0.481, 0.063, 0.211, -0.303, -0.061, 0.198, -0.656, -0.331, 0.228, -0.076, -0.404, -0.271, 0.240]}

---

{"formula": "C19H19ClN2O5S2", "method": "ωB97M-V/def2-TZVPD", "spin_multiplicity": 1, "gap_ev": 8.09, "smiles": "CCOC(=O)N1CCN(C(=O)c2cc3c(s2)-c2ccc(Cl)cc2S(=O)(=O)C3)CC1", "symbols": ["C", "C", "H", "C", "S", "C", "H", "S", "H", "H", "C", "N", "C", "C", "H", "C", "C", "C", "O", "O", "H", "H", "C", "N", "O", "C", "C", "H", "H", "H", "H", "H", "O", "H", "C", "O", "H", "C", "H", "H", "C", "C", "Cl", "H", "C", "H", "C", "H"], "coordinates": [[0.37, 1.39, 2.53], [-0.08, 1.43, 3.86], [2.69, -3.51, -7.38], [1.60, -2.09, -5.50], [-1.72, 0.81, 4.22], [0.16, -0.10, -2.96], [1.49, -5.98, -6.01], [0.00, 0.45, -0.06], [2.07, 1.70, 1.26], [3.20, -4.16, -5.81], [0.75, 1.82, 4.89], [0.54, -1.47, -4.94], [0.69, -0.14, -4.39], [-2.09, -0.37, -1.89], [3.56, 2.41, 3.10], [-2.66, 1.42, 2.78], [2.53, 2.14, 3.30], [-1.93, 0.98, 1.57], [-3.26, -0.71, -1.99], [2.68, -1.57, -5.69], [0.16, 0.59, -5.01], [2.61, -6.01, -7.38], [2.36, -4.08, -6.50], [-1.23, -0.51, -2.93], [-2.21, 1.43, 5.42], [1.83, -5.44, -6.90], [2.05, 2.19, 4.61], [-2.69, 2.50, 2.89], [-1.07, -2.65, -5.55], [-2.65, -1.68, -3.85], [0.76, -0.77, -2.33], [-1.96, -0.43, -4.90], [-1.67, -0.62, 4.18], [0.26, 0.92, -2.57], [-0.70, -2.17, -4.64], [1.30, -3.36, -5.85], [-0.52, -2.95, -3.89], [-1.72, -1.17, -4.13], [-3.58, 0.41, 0.24], [0.99, -5.33, -7.58], [1.70, 1.74, 2.28], [-2.52, 0.51, 0.39], [3.09, 2.70, 5.88], [0.35, 1.83, 5.89], [-1.62, 0.19, -0.61], [1.75, 0.10, -4.41], [-0.55, 0.99, 1.49], [-3.67, 1.01, 2.82]], "nbo_charge": [-0.085, -0.220, 0.190, 0.897, 2.173, -0.231, 0.212, 0.467, 0.223, 0.186, -0.228, -0.454, -0.225, 0.648, 0.235, -0.663, -0.209, -0.062, -0.624, -0.658, 0.194, 0.218, -0.063, -0.425, -0.931, -0.623, -0.030, 0.254, 0.221, 0.263, 0.199, 0.195, -0.923, 0.217, -0.216, -0.526, 0.197, -0.237, 0.251, 0.212, -0.171, -0.167, 0.032, 0.258, -0.301, 0.258, -0.195, 0.268]}

---

{"formula": "C19H19ClN2O6", "method": "ωB97M-V/def2-TZVPD", "spin_multiplicity": 1, "relative_energy_ev": 0.000, "gap_ev": 8.87, "smiles": "CCOC(=O)C(=O)/C(=C\\N(C)C)c1onc(-c2ccccc2Cl)c1C(=O)OC", "symbols": ["N", "C", "C", "H", "C", "C", "H", "H", "H", "C", "H", "H", "H", "N", "C", "C", "H", "C", "H", "C", "C", "O", "H", "C", "Cl", "O", "H", "H", "H", "C", "H", "H", "O", "C", "H", "O", "H", "C", "C", "C", "C", "C", "C", "H", "O", "H", "O"], "coordinates": [[-1.27, -0.01, -1.89], [0.41, -1.58, -2.68], [-0.22, -0.76, -1.66], [2.38, -1.89, 3.25], [-0.95, 2.25, 1.65], [-0.76, 0.24, 0.24], [3.39, -1.22, 1.93], [-1.16, 4.31, -1.69], [-2.70, 1.15, 5.20], [-1.23, 3.01, 0.34], [2.78, -2.88, 1.81], [1.62, -1.34, -5.83], [-1.55, 2.18, 4.30], [-1.51, 0.13, 3.85], [1.41, -1.19, 0.26], [-1.04, -0.07, 2.62], [0.61, 4.58, -1.55], [-2.22, 1.32, 4.24], [1.00, 2.38, -2.69], [1.33, -3.69, -3.42], [2.55, -1.88, 2.18], [-1.61, 0.60, -0.73], [-0.77, -1.10, 2.41], [-1.40, -0.91, 4.84], [0.24, -3.68, -0.97], [1.36, -1.39, 1.59], [2.16, -3.71, -5.39], [-0.75, 2.17, -2.88], [-2.39, -1.22, 5.17], [0.70, -2.92, -2.46], [1.54, -4.73, -3.23], [-0.87, -1.77, 4.45], [-0.66, 2.90, 2.65], [0.17, -0.64, -0.28], [-2.97, 1.56, 3.48], [-0.12, 3.09, -0.39], [0.50, 0.01, -4.09], [1.67, -3.11, -4.64], [0.05, 2.91, -2.81], [1.36, -1.78, -4.89], [-0.18, 3.83, -1.62], [0.74, -1.02, -3.92], [-0.96, 0.81, 1.57], [0.08, 3.49, -3.72], [2.40, -1.40, -0.40], [-0.85, -0.53, 5.71], [-2.29, 3.51, 0.09]], "nbo_charge": [-0.123, -0.118, 0.177, 0.190, 0.477, 0.465, 0.202, 0.212, 0.205, 0.727, 0.196, 0.218, 0.259, -0.347, 0.796, 0.201, 0.186, -0.432, 0.210, -0.228, -0.260, -0.285, 0.220, -0.395, 0.009, -0.520, 0.218, 0.231, 0.203, 0.008, 0.228, 0.212, -0.565, -0.325, 0.217, -0.507, 0.218, -0.188, -0.639, -0.230, -0.082, -0.105, -0.397, 0.215, -0.588, 0.207, -0.573]}

---

{"formula": "C19H19ClN4O", "method": "ωB97M-V/def2-TZVPD", "spin_multiplicity": 1, "relative_energy_ev": 1.741, "gap_ev": 8.29, "smiles": "Clc1cccc(N2CCN(Cc3nnc(-c4ccccc4)o3)CC2)c1", "symbols": ["H", "H", "C", "C", "N", "H", "H", "C", "C", "C", "C", "H", "H", "C", "C", "H", "H", "O", "H", "C", "H", "H", "H", "C", "C", "N", "C", "N", "C", "H", "H", "C", "C", "H", "N", "C", "H", "C", "C", "Cl", "H", "H", "H", "C"], "coordinates": [[-2.35, -2.04, -0.06], [8.95, 0.57, 0.47], [-2.01, -1.01, -0.18], [5.65, 1.25, 0.24], [3.26, -1.26, -1.04], [-1.80, -0.85, -1.25], [7.34, 2.38, 0.90], [-2.58, 1.29, 0.16], [-0.71, -0.81, 0.62], [6.12, -0.99, -0.53], [0.44, 0.91, -0.67], [4.94, 2.04, 0.43], [-1.51, 1.25, 2.02], [-7.10, -1.06, 0.07], [-1.29, 1.46, 0.96], [-8.15, -1.31, 0.03], [-0.15, 0.66, -1.57], [2.88, 0.79, -0.37], [-0.93, 2.49, 0.88], [3.81, -0.17, -0.57], [-3.34, 1.95, 0.59], [-2.41, 1.58, -0.89], [-0.90, -1.05, 1.67], [-4.82, -1.67, 0.54], [1.74, 0.20, -0.76], [-0.23, 0.55, 0.57], [7.90, 0.42, 0.26], [-3.02, -0.08, 0.27], [-6.16, -1.99, 0.49], [-6.49, -2.97, 0.80], [-4.12, -2.40, 0.91], [-4.36, -0.40, 0.16], [5.21, 0.04, -0.28], [5.75, -1.92, -0.93], [1.95, -1.01, -1.17], [-6.65, 0.19, -0.31], [0.06, -1.48, 0.23], [6.99, 1.44, 0.50], [-5.31, 0.53, -0.28], [-7.79, 1.37, -0.87], [0.63, 1.98, -0.66], [8.17, -1.59, -0.45], [-5.02, 1.51, -0.62], [7.46, -0.79, -0.26]], "nbo_charge": [0.218, 0.216, -0.232, -0.209, -0.290, 0.174, 0.215, -0.239, -0.242, -0.190, -0.275, 0.224, 0.205, -0.281, -0.217, 0.227, 0.199, -0.405, 0.200, 0.437, 0.218, 0.171, 0.201, -0.285, 0.461, -0.430, -0.201, -0.464, -0.171, 0.216, 0.212, 0.288, -0.049, 0.238, -0.299, 0.004, 0.232, -0.198, -0.336, -0.004, 0.225, 0.218, 0.225, -0.207]}